1.
{
  "formula": "H54O27",
  "method": "wB97M-V/def2-TZVPD",
  "spin_multiplicity": 1,
  "homo_ev": -10.6,
  "e_above_lowest_kcal_mol": 19.0,
  "charge": 0,
  "elements": ["O", "H", "H", "O", "H", "H", "O", "H", "H", "O", "H", "H", "O", "H", "H", "O", "H", "H", "O", "H", "H", "O", "H", "H", "O", "H", "H", "O", "H", "H", "O", "H", "H", "O", "H", "H", "O", "H", "H", "O", "H", "H", "O", "H", "H", "O", "H", "H", "O", "H", "H", "O", "H", "H", "O", "H", "H", "O", "H", "H", "O", "H", "H", "O", "H", "H", "O", "H", "H", "O", "H", "H", "O", "H", "H", "O", "H", "H", "O", "H", "H"],
  "positions_angstrom": [[3.117, -1.949, -1.052], [2.595, -1.281, -0.557], [3.625, -2.371, -0.315], [0.513, 4.380, 1.837], [-0.339, 4.831, 1.694], [0.258, 3.526, 2.252], [0.292, 4.294, -0.897], [0.611, 4.309, -0.008], [1.087, 4.379, -1.470], [2.429, 1.125, -0.747], [1.769, 1.472, -1.335], [3.061, 0.795, -1.381], [1.307, 3.441, -3.905], [1.153, 3.838, -4.772], [2.150, 2.971, -3.988], [-2.562, -3.738, 1.396], [-1.588, -3.888, 1.232], [-3.040, -4.491, 1.017], [3.543, 1.695, -3.793], [3.205, 0.745, -3.851], [4.243, 1.536, -3.135], [-1.107, -2.359, 5.976], [-1.270, -2.757, 6.840], [-0.315, -1.869, 5.953], [0.034, -3.227, 0.491], [0.580, -3.814, -0.060], [-0.012, -2.337, 0.146], [4.005, -2.232, 1.557], [3.285, -1.549, 1.617], [4.819, -1.688, 1.698], [1.104, -0.608, 4.828], [2.030, -0.437, 4.960], [1.024, -1.441, 4.325], [-0.159, 1.692, -2.281], [0.391, 2.206, -2.922], [-0.462, 2.388, -1.698], [-0.242, -0.683, -0.234], [-1.072, -0.516, 0.303], [-0.470, -0.308, -1.102], [-2.125, -0.113, 1.781], [-2.310, -0.727, 2.559], [-2.563, 0.727, 1.997], [5.559, 0.604, -1.232], [6.121, -0.163, -1.023], [5.581, 1.229, -0.489], [-2.827, -2.014, 3.715], [-2.331, -2.069, 4.538], [-2.842, -2.842, 3.245], [1.867, -0.372, 1.492], [1.073, -0.610, 0.983], [2.223, 0.376, 0.930], [-5.152, 1.332, 1.684], [-5.113, 0.430, 1.387], [-5.043, 1.903, 0.920], [-2.608, 2.727, 2.808], [-1.830, 2.698, 3.350], [-3.318, 2.229, 3.230], [2.357, -0.863, -3.317], [2.004, -1.492, -3.939], [2.894, -1.375, -2.690], [-4.570, -0.805, -1.923], [-5.372, -1.230, -2.308], [-4.455, -1.189, -1.041], [0.829, 0.446, -5.824], [0.369, 0.708, -5.023], [0.046, 0.203, -6.370], [2.415, -3.520, 3.438], [3.174, -3.200, 2.930], [1.830, -3.855, 2.752], [0.185, 1.637, 2.970], [0.787, 1.244, 3.614], [0.218, 0.956, 2.265], [-4.529, -1.344, 0.863], [-4.287, -2.157, 1.357], [-3.705, -0.828, 1.046], [-2.657, 1.108, -3.682], [-2.971, 0.216, -3.450], [-2.030, 1.278, -2.935], [-1.927, 0.600, -6.569], [-2.415, 1.286, -7.037], [-2.146, 0.753, -5.623]]
}

---

2.
{
  "formula": "H5ISi2",
  "method": "wB97M-V/def2-TZVPD",
  "spin_multiplicity": 1,
  "homo_ev": -9.5,
  "e_above_lowest_kcal_mol": 36.2,
  "charge": 0,
  "elements": ["Si", "Si", "I", "H", "H", "H", "H", "H"],
  "positions_angstrom": [[0.910, 0.679, 0.537], [-0.744, -0.622, -0.436], [-3.140, -0.179, 0.489], [1.501, -0.028, 1.684], [1.694, 0.543, -0.642], [0.596, 1.964, 1.061], [-0.647, -2.083, -0.411], [-0.169, -0.274, -2.283]]
}

---

3.
{
  "formula": "H5N2O3P",
  "method": "wB97M-V/def2-TZVPD",
  "spin_multiplicity": 1,
  "homo_ev": -8.3,
  "e_above_lowest_kcal_mol": 20.1,
  "charge": 0,
  "smiles": "NOP(O)ON",
  "elements": ["N", "N", "O", "O", "O", "P", "H", "H", "H", "H", "H"],
  "positions_angstrom": [[0.592, 2.019, 1.306], [-0.537, -2.363, -0.177], [-0.935, 0.172, -1.510], [0.157, 1.499, 0.142], [0.278, -1.255, 0.266], [-0.969, 0.322, 0.089], [0.744, 3.071, 1.247], [1.641, 1.818, 1.394], [-0.424, -2.500, -1.157], [-0.463, -3.235, 0.353], [-0.083, 0.452, -1.954]]
}

---

Which formula does entry 3 have?
H5N2O3P